Here is a 2-piece molecular cluster, C4H4N4 overall at a distorted geometry from the Open Molecules 2025 dataset. Energies are from wB97M-V/def2-TZVPD.

## Properties
- energy above the lowest of the compared OMol25 structures with the same formula, charge and spin (kJ/mol) = 655.30
- DFT total energy (Eh) = -373.5953
- orbital gap (eV) = 7.28
- total charge = 0

```
12
Properties=species:S:1:pos:R:3:nbo_charge:R:1
N 1.5912 -0.2810 -0.5766 -0.28
N 1.9450 0.4750 0.5476 -0.02
N -1.9897 -0.3843 -0.4246 -0.49
N 0.9891 1.0588 0.9125 -0.16
C -0.8562 -1.0557 -0.9883 -0.10
C 0.2345 -0.4729 -0.3208 -0.03
C -1.5706 0.5070 0.5249 -0.05
C -0.1739 0.4948 0.4774 -0.06
H -2.1770 1.2206 1.1866 0.24
H -0.7285 -1.6893 -2.0418 0.24
H -2.9794 -0.7184 -0.5602 0.43
H 2.3327 -1.7316 0.0437 0.28
```